# 1
A structure of composition C14H18N4OS in a non-equilibrium geometry. Source: the OMol25 dataset; level of theory: ωB97M-V/def2-TZVPD.

```
38
Properties=species:S:1:pos:R:3:forces:R:3
C 4.25687 3.12566 -1.47676 1.41 4.97 -2.38
C 3.98613 1.87607 -1.31276 0.78 3.36 5.15
C 3.80644 1.41300 0.04181 -5.71 -8.43 -2.60
N 4.50958 0.09873 0.22861 -1.31 -1.28 -0.03
C 4.11964 -1.33485 0.00321 -4.28 8.96 3.06
N 2.74661 -1.66299 0.24328 2.34 12.40 2.62
N 1.63991 -0.92871 0.58060 7.81 4.06 -0.43
C 0.52634 -1.27330 0.34302 -5.41 -4.95 0.90
C -0.58769 -0.30722 0.59862 3.98 0.04 1.64
C -1.77509 -0.62217 0.19172 -3.52 5.49 1.03
C -2.89333 0.54151 0.43118 0.17 -11.49 -4.98
C -2.67679 1.61110 1.01699 14.45 -5.25 -2.09
C -1.27891 1.57738 1.49174 -8.45 13.43 5.59
C -0.26439 0.93487 1.43425 2.45 -9.14 -5.02
H 0.69260 1.01117 1.66035 3.89 0.90 1.73
H -1.17664 2.63615 2.27959 -0.08 -2.73 -2.22
H -3.32934 2.06851 1.33891 -11.01 9.27 5.71
N -4.17155 0.08835 0.01752 -0.60 10.17 1.84
C -4.55709 -0.83837 -0.76510 -6.76 -2.59 -0.90
O -4.07449 -1.90288 -0.85190 2.64 -3.51 -1.36
C -6.17292 -0.75936 -1.12938 4.60 8.03 9.86
H -6.82411 -0.51221 0.02608 2.17 -1.24 -3.25
H -6.49641 -1.52442 -1.49747 -3.55 -8.42 -4.55
H -6.31792 0.16300 -1.50885 -0.99 2.66 -2.34
H -4.76926 1.07911 -0.12122 1.50 -3.76 0.56
H -1.94315 -1.44120 -0.37902 -1.07 -2.18 -1.43
C 0.23656 -2.93900 0.30642 -0.73 5.88 1.44
H -0.75153 -2.80068 0.59852 -1.90 -1.20 0.37
H 0.82566 -3.39480 1.02342 1.28 -0.96 1.09
H 0.36609 -3.09881 -0.66222 0.42 -1.95 -4.05
H 2.71748 -2.47611 0.05178 -1.83 -13.82 -2.99
S 5.22314 -2.36407 -0.10026 4.08 -4.68 -1.05
H 5.48415 0.30618 0.19309 0.78 -1.06 -0.19
H 2.57943 0.91651 0.19650 3.29 2.09 -0.62
H 3.90993 1.99266 0.82586 1.10 3.20 3.56
H 3.68720 1.39011 -2.07706 -1.56 -4.14 -5.01
H 4.34840 3.50063 -2.73801 -0.27 -0.53 4.36
H 4.39843 3.85046 -0.50302 -0.11 -1.59 -3.02
```
Forces are in eV/Å.

Computed properties:
F_max ... 16.826 eV/A
HOMO level ... -8.57 eV
E_LUMO ... 0.23 eV
HOMO-LUMO gap ... 8.805 eV

***

# 2
A structure of composition C44H41N6O2SiSn. Source: the OMol25 dataset; level of theory: ωB97M-V/def2-TZVPD.

```
95
Properties=species:S:1:pos:R:3:forces:R:3
Sn -0.04608 0.10828 -1.45016 -0.07 -0.76 -0.52
C 0.60992 -3.38382 -1.56296 0.25 -0.09 0.48
C 2.10552 -3.50862 -1.29746 -0.26 -0.04 -0.11
C 2.88412 -2.30902 -0.83326 0.37 -0.13 0.08
C 4.23572 -2.51842 -0.54556 -0.11 0.17 -0.02
C 5.03372 -1.45792 -0.16696 -0.23 0.04 -0.07
C 4.45482 -0.19562 -0.08776 -0.04 -0.08 -0.05
C 3.11222 -0.07862 -0.38246 0.06 0.25 0.00
N 2.32662 -1.10022 -0.74416 -0.07 -0.15 -0.09
N 0.18962 -2.33572 -2.50536 -0.14 0.36 -0.04
C -1.18108 -2.62092 -2.93616 -0.10 0.06 -0.22
C -2.15128 -2.48302 -1.79916 -0.16 -0.43 -0.03
C -3.17838 -3.39892 -1.61726 0.06 0.13 0.03
C -3.98948 -3.29402 -0.50066 0.17 0.21 0.02
C -3.75438 -2.25822 0.39324 -0.04 -0.05 -0.07
C -2.74188 -1.36082 0.11284 -0.07 0.13 0.26
N -1.95048 -1.47312 -0.95156 0.37 0.18 -0.34
C 1.04492 -2.28822 -3.68966 0.19 0.13 -0.05
C 0.74262 -1.08292 -4.53326 0.00 -0.18 -0.34
C 0.77742 -1.15072 -5.91906 -0.02 0.06 0.22
C 0.55422 0.00078 -6.65566 -0.02 0.06 0.22
C 0.31792 1.19148 -5.98066 0.03 -0.10 -0.04
C 0.28212 1.16858 -4.60096 0.00 0.31 -0.06
N 0.47932 0.05758 -3.89176 -0.23 -0.10 0.52
H 0.08492 -3.21012 -0.61816 -0.01 -0.02 -0.07
H 0.27932 -4.36152 -1.94186 -0.03 0.07 0.05
H 2.60402 -3.89082 -2.19096 0.02 -0.09 0.02
H 2.22142 -4.29742 -0.54926 -0.02 -0.01 -0.05
H 4.65272 -3.50872 -0.64886 0.02 -0.11 0.03
H 6.08072 -1.61332 0.04094 0.11 0.05 0.04
H 5.03862 0.67168 0.17794 0.00 0.08 0.03
H 2.62372 0.89508 -0.34526 0.10 -0.01 0.03
H -1.24878 -3.63052 -3.36396 -0.04 0.09 0.03
H -1.43098 -1.91642 -3.73566 -0.08 -0.05 0.02
H -3.33488 -4.19012 -2.33166 0.07 -0.13 -0.11
H -4.77388 -4.01312 -0.32476 -0.10 -0.05 0.02
H -4.35278 -2.15702 1.28294 -0.04 0.12 0.14
H -2.53298 -0.51892 0.75994 -0.09 0.05 0.12
H 0.94052 -3.20112 -4.29326 0.11 0.08 0.08
H 2.08602 -2.19222 -3.37046 -0.08 -0.11 -0.04
H 0.96752 -2.09632 -6.40316 0.04 -0.07 -0.06
H 0.55712 -0.03242 -7.73296 0.04 0.03 -0.14
H 0.15782 2.10848 -6.52186 -0.03 0.15 0.00
H 0.09712 2.06248 -4.01746 -0.07 0.10 -0.12
O 2.27542 6.40048 3.94434 0.31 0.47 0.25
C 2.29832 5.09538 3.72444 -0.34 -0.56 -0.48
O 3.02422 4.34148 4.31264 0.07 0.26 0.21
C 1.37462 4.54438 2.66824 -0.03 0.00 -0.05
C 0.79012 3.30398 2.92154 0.03 0.21 0.04
C 0.04342 2.67508 1.94824 -0.06 0.12 -0.25
C -0.13788 3.28088 0.70464 0.45 0.46 0.51
C 0.42812 4.53378 0.46204 -0.07 -0.25 -0.13
C 1.18592 5.15938 1.43524 -0.04 -0.08 0.33
N -0.85318 2.59068 -0.27996 -0.77 -0.05 -0.60
C -1.75768 3.21888 -0.92256 0.51 0.15 0.70
C -2.55528 2.60428 -1.96696 -0.66 -0.05 -0.54
C -3.65588 3.30878 -2.45636 0.34 -0.18 0.09
C -4.48648 2.71258 -3.38986 0.14 -0.29 -0.06
C -4.17418 1.43018 -3.81496 -0.03 0.17 0.12
C -3.04118 0.81368 -3.29816 -0.18 -0.14 -0.15
N -2.24548 1.36868 -2.39416 0.38 -0.06 0.19
H 1.61502 6.89498 3.43774 0.02 -0.30 0.05
H 0.94902 2.85068 3.88944 0.00 -0.05 0.04
H -0.43408 1.71978 2.13274 0.00 -0.05 0.02
H 0.30942 5.00088 -0.50376 0.00 0.02 -0.14
H 1.64882 6.11198 1.21794 0.04 0.06 -0.03
H -2.02248 4.24648 -0.66566 0.06 0.06 -0.03
H -3.84988 4.30938 -2.10366 -0.03 0.10 0.09
H -5.35348 3.22988 -3.76986 -0.07 0.04 -0.05
H -4.80178 0.91468 -4.52496 0.02 -0.07 -0.09
H -2.77338 -0.18302 -3.62406 -0.01 -0.05 -0.06
C -3.92908 -1.83522 4.86854 0.13 -0.02 -0.07
C -3.51838 -0.69532 4.19214 -0.13 -0.04 0.02
C -2.21638 -0.58482 3.75024 0.69 -0.10 -0.16
C -1.29468 -1.62922 3.95594 0.32 -0.19 0.23
C -1.73218 -2.78072 4.62944 0.40 0.21 -0.19
C -3.03538 -2.87392 5.08424 -0.09 -0.02 0.00
Si 0.41492 -1.42672 3.23044 0.21 0.90 0.30
C 1.95422 -0.51162 3.73834 -0.73 -0.52 -0.03
C 2.37142 0.48618 2.83354 -0.29 -0.51 -0.21
C 3.44542 1.29658 3.12624 0.01 0.11 0.03
C 4.14792 1.12468 4.31134 -0.21 -0.08 -0.14
C 3.77732 0.11948 5.19464 -0.06 -0.15 0.11
C 2.68642 -0.68762 4.92424 -0.24 0.02 0.13
H -4.94308 -1.90592 5.22774 -0.12 -0.05 0.06
H -4.21548 0.10998 4.01744 -0.03 0.11 0.03
H -1.89938 0.32168 3.25534 -0.04 0.23 -0.08
H -1.04638 -3.59602 4.80474 0.00 -0.15 0.08
H -3.35428 -3.76112 5.60914 -0.01 -0.07 0.06
H 0.46132 -1.80082 1.80174 0.01 0.10 -0.05
H 1.81752 0.63518 1.91474 0.12 0.00 -0.09
H 3.72862 2.08138 2.44354 0.01 0.13 -0.06
H 4.96912 1.78398 4.54044 0.13 0.04 0.06
H 4.33372 -0.02722 6.10764 0.03 -0.02 0.07
H 2.40182 -1.45622 5.62764 0.01 -0.02 0.13
```
Forces are in eV/Å.

Computed properties:
F_max ... 0.979 eV/A
HOMO level ... -15.62 eV
E_LUMO ... -9.29 eV
Total charge ... +3
HOMO-LUMO gap ... 6.334 eV

***

Among the records above, which one has the highest HOMO-LUMO gap? C14H18N4OS